No. 1
A structure of composition C28H20AuF2N2O2S2 at a distorted geometry, computed with ωB97M-V/def2-TZVPD.

Summary:
**Highest occupied orbital energy**: -10.89 eV
**Charge**: +1
**Kohn-Sham gap**: 5.2 eV

Last column: natural (NBO) charge in e.
Element x y z (Å)
H: -1.38420 -3.74130 -0.34970  0.243
H: 0.14210 7.09010 1.18530  0.219
C: 0.82390 2.23430 2.37100  -0.269
C: 2.01950 2.24800 1.67390  -0.157
H: -5.59770 -1.36640 0.17950  0.261
C: 3.01040 -2.90080 -1.52570  -0.242
H: -0.10900 2.46410 1.88370  0.209
C: 3.08070 6.61170 -0.41920  -0.193
H: 4.12260 1.92060 1.68900  0.246
H: 2.04550 1.31740 5.38000  0.223
C: -4.69650 -3.28280 0.04220  -0.104
H: 2.85020 -3.94500 -1.31860  0.247
H: -0.07530 1.91990 4.28600  0.219
C: 3.21770 1.91240 2.27750  -0.240
H: 3.89330 4.68460 -0.92520  0.246
C: -4.30630 1.17020 0.02450  0.449
H: 4.51310 -3.17560 -3.01620  0.241
O: 1.60730 0.22130 -0.44920  -0.572
C: 4.06990 -1.09670 -2.65820  -0.234
C: -4.67030 -1.89930 0.07810  -0.222
C: 2.03820 1.58670 4.33590  -0.201
C: -2.78960 2.97830 -0.23300  0.457
F: -2.54730 4.28900 -0.37160  -0.294
H: -5.63760 -3.80420 0.12620  0.243
C: 3.22630 1.58710 3.62270  -0.188
C: -3.51050 -3.98670 -0.10830  -0.240
F: -5.58230 0.77920 0.15820  -0.306
H: 3.35310 0.85200 -2.04940  0.280
S: 1.08930 -2.53860 0.33510  -0.202
Au: -0.47070 -0.68080 -0.01870  1.217
C: 3.07790 5.22780 -0.47180  -0.244
H: -3.48190 -5.06420 -0.14610  0.251
N: -2.32510 -1.93810 -0.15260  -0.438
H: 3.91090 7.16230 -0.83610  0.223
C: 0.84120 1.91560 3.71740  -0.193
C: 2.02010 4.53030 0.08290  -0.159
O: 3.41190 2.42220 -0.56080  -1.006
C: -4.08680 2.53240 -0.07450  -0.344
C: -3.26850 0.22960 -0.01600  -0.170
C: -3.45070 -1.22370 -0.01500  0.210
C: 0.96230 6.56930 0.71860  -0.187
H: 0.13190 4.63870 1.10270  0.210
H: 4.15720 1.33820 4.11240  0.225
C: -2.34050 -3.25740 -0.21250  0.062
C: 3.92260 -2.46810 -2.45840  -0.127
C: 2.01300 7.27910 0.15870  -0.200
C: -1.72440 2.08840 -0.24110  -0.347
H: 4.78600 -0.71220 -3.36550  0.248
S: 2.06290 2.70020 -0.07800  1.280
C: 2.23100 -1.98410 -0.81900  0.033
H: -4.91700 3.22060 -0.04830  0.264
C: -1.96270 0.73850 -0.11750  -0.191
C: 0.95240 5.18520 0.67010  -0.257
H: -0.71810 2.46130 -0.36600  0.248
C: 3.28290 -0.21990 -1.95240  0.041
N: 2.37450 -0.65280 -1.06240  0.008
H: 1.99600 8.35740 0.16280  0.222

---

No. 2
A cluster of 2 separate species, C4H8INOS in total at a distorted geometry, computed with ωB97M-V/def2-TZVPD.

Summary:
**Highest occupied orbital energy (spin up / spin down)**: -8.34 / -8.33 eV
**Charge**: 0
**Kohn-Sham gap (spin up / spin down)**: 6.7 / 6.7 eV

Last column: natural (NBO) charge in e.
Element x y z (Å)
H: 1.17149 1.55549 1.12855  0.223
H: -1.71448 0.63304 -3.47155  0.421
H: 1.51901 0.64059 -0.34473  0.233
H: -0.32728 -0.02906 2.95391  0.241
C: 0.41038 -0.48493 2.21725  -0.648
C: 0.78700 0.95923 0.31121  -0.667
H: 0.19458 1.52112 -0.37677  0.216
S: -0.13681 -1.77651 -0.18916  -0.103
I: 1.09613 -1.49521 -3.80934  0.223
N: -1.19176 0.23807 -2.64123  -0.694
H: 0.27646 -1.49251 2.51882  0.225
H: -1.79193 0.36508 0.13164  0.469
H: 1.49322 -0.13067 2.29578  0.210
C: -0.28384 -0.52237 -2.57212  0.190
C: -0.05715 -0.12453 0.82346  0.191
O: -1.44502 0.14319 1.02426  -0.729

---

No. 3
A cluster of 4 separate species, C18H22NO11 in total at a distorted geometry, computed with ωB97M-V/def2-TZVPD.

Summary:
**Highest occupied orbital energy**: 2.50 eV
**Charge**: -3
**Kohn-Sham gap**: 3.0 eV

Last column: natural (NBO) charge in e.
Element x y z (Å)
C: -3.72582 -0.44643 1.86822  -0.517
N: 2.03883 -0.47354 0.39138  -0.616
H: 0.05523 1.75870 -1.22352  0.560
O: -4.29564 -2.97670 -1.89433  -0.705
H: 2.20513 -1.92683 3.19140  0.190
C: 2.95720 -1.52723 2.51109  -0.092
H: 4.93284 -0.50474 4.96432  0.175
C: -2.14594 -1.80782 -1.31263  0.470
O: -5.82886 0.25555 1.46023  -0.734
H: 3.61263 0.34515 4.16054  0.178
H: -4.05039 -1.38463 2.29344  0.195
C: -1.83108 1.33785 1.42224  0.439
C: 3.96451 -0.63538 4.48124  -0.270
H: 1.56344 0.14260 2.28650  0.258
H: 1.30538 1.13487 -0.49992  0.542
H: 3.31655 1.17171 -4.00836  0.142
C: -2.77977 2.16594 0.69172  -0.516
O: 2.69223 0.90991 -2.10806  -0.570
C: -4.09843 1.82736 0.70841  0.404
H: -2.42596 3.00922 0.11717  0.196
H: 3.13024 -1.04312 5.05207  0.180
C: 3.15754 -0.76586 -0.43141  -0.232
H: 4.07846 -0.24476 -0.16974  0.182
H: 3.47654 -1.79908 -0.29426  0.159
H: 1.97625 2.23149 -3.69215  0.208
H: 3.09744 0.55724 1.79868  0.178
O: -1.55643 -1.02917 2.19407  -0.703
C: -3.44948 0.42916 -2.64028  0.345
C: -2.00550 0.40680 -2.20771  0.458
O: -1.70985 -2.56126 -0.43792  -0.639
H: 3.59383 -0.82691 -2.62735  0.140
O: -4.77692 2.59460 -0.13302  -0.685
C: 2.33879 1.21663 -3.52871  -0.254
H: 1.65345 0.50893 -3.99516  0.207
O: 0.71544 1.89119 -0.53929  -0.837
O: 4.17900 -1.21022 3.17535  -0.561
H: -5.24309 -0.62363 -2.94414  0.199
H: 1.62299 -1.39154 0.32464  0.387
C: -3.68925 -1.88395 -1.90833  0.442
H: -0.34556 -0.57332 -1.32994  0.149
C: 2.80119 -0.48625 -1.96119  -0.070
H: 0.28137 2.04804 0.30249  0.543
O: -4.02807 1.54498 -3.08267  -0.731
C: -4.23642 -0.66862 -2.55557  -0.505
H: 1.87124 -0.94675 -2.29469  0.201
C: -4.58267 0.49633 1.40129  0.388
O: -1.19019 1.36233 -2.50926  -0.876
H: 3.35704 -2.30900 1.86529  0.177
C: 2.40876 -0.28614 1.74825  -0.274
O: -0.65593 1.65515 1.57463  -0.810
C: -2.33342 -0.12090 1.91257  0.427
C: -1.39879 -0.54798 -1.56756  -0.523

---

No. 4
A structure of composition C33H38ClO8PSTi at a distorted geometry, computed with ωB97M-V/def2-TZVPD.

Summary:
**Highest occupied orbital energy (spin up / spin down)**: -4.90 / -4.90 eV
**Charge**: 0
**Kohn-Sham gap (spin up / spin down)**: 3.8 / 3.9 eV

Last column: Löwdin charge in e.
Element x y z (Å)
C: 5.76354 9.80712 8.44396  -0.248
O: 8.90859 13.81679 9.60836  -0.036
H: 10.81381 5.05780 10.07698  0.100
H: 9.34001 10.81129 6.53238  0.083
Cl: 13.07554 13.88583 10.79336  0.656
C: 4.43363 9.59489 8.17758  -0.050
H: 11.19936 14.73363 6.67045  0.094
H: 8.23182 9.25737 14.25973  0.069
C: 10.78022 7.30762 5.96691  -0.107
H: 6.84971 9.05095 13.28023  0.082
O: 9.08954 10.78755 10.43351  -0.426
H: 11.02988 13.32573 13.32252  0.068
C: 7.94031 7.47191 10.91283  -0.113
C: 7.55476 11.14679 13.41289  -0.183
H: 11.21465 10.52007 4.97060  0.106
C: 9.96154 7.00432 9.65635  -0.091
C: 8.85592 13.14326 13.10260  -0.213
H: 4.64771 6.23352 7.92907  0.113
C: 5.20980 14.04212 12.84079  -0.007
C: 6.77321 8.81756 8.39154  -0.296
H: 4.31973 11.52706 12.55286  0.075
H: 7.43786 6.09927 12.46620  0.103
H: 11.18340 6.27838 5.74086  0.122
H: 4.92436 10.55458 13.73891  0.081
H: 10.82807 7.47182 9.18678  0.123
C: 10.85588 9.65947 5.54446  -0.078
H: 10.08690 14.48597 14.25460  0.120
H: 4.35364 13.48817 13.18399  0.073
C: 6.46228 13.18498 12.72398  -0.199
H: 7.01600 6.63790 8.37463  0.105
H: 10.01610 10.72474 15.01088  0.108
H: 9.14597 6.59342 7.28787  0.123
O: 5.32042 12.45261 8.00233  -0.287
H: 7.04769 8.06425 11.13110  0.100
H: 8.70074 15.81418 11.95878  0.077
H: 5.30196 14.87153 13.52774  0.084
H: 11.75361 13.83989 8.19862  0.097
H: 10.94758 11.63931 13.77750  0.070
C: 9.08647 5.41201 11.23588  -0.095
C: 10.90095 14.17552 7.54797  -0.027
C: 8.07736 6.29412 11.61057  -0.096
S: 6.23078 11.52485 8.67060  0.601
C: 8.13585 16.07871 9.20160  0.031
C: 7.33623 9.77630 13.97234  -0.024
H: 8.42375 16.96874 9.79689  0.114
O: 7.60446 11.49713 8.13785  -0.389
O: 10.16943 15.10846 8.27192  -0.005
C: 8.76563 11.78759 13.49057  -0.192
H: 12.22273 8.24982 4.64611  0.119
C: 9.39354 8.77308 7.28682  -0.309
H: 7.23175 15.39857 11.32340  0.020
C: 10.02401 11.08057 13.94160  -0.011
O: 6.14457 11.90124 10.20200  -0.421
O: 14.42049 13.34001 10.42503  -0.737
H: 3.66178 10.31742 8.25498  0.113
C: 5.19385 10.95756 12.79482  -0.040
O: 12.02151 12.87631 10.50798  -0.756
H: 10.22154 14.71509 12.54688  0.079
C: 11.35474 8.37120 5.34308  -0.115
H: 6.69818 9.76718 14.88992  0.115
H: 7.17601 15.61675 9.52783  0.091
C: 9.79337 9.83186 6.43581  -0.072
H: 5.36512 10.14729 11.99837  0.127
H: 7.87205 16.44934 8.17018  0.118
H: 10.28589 13.28437 7.21009  0.119
C: 9.73358 7.47700 6.88606  -0.111
C: 9.10554 14.93277 9.04498  -0.390
C: 6.37950 11.81023 12.93261  -0.234
C: 6.38229 7.48139 8.21637  -0.041
H: 7.19088 16.08281 12.98209  0.130
C: 10.10882 13.91629 13.29687  -0.024
H: 3.08009 8.10958 7.64163  0.109
C: 7.73310 13.84863 12.65283  -0.210
C: 5.01618 7.25664 7.98982  -0.056
C: 8.83247 7.83420 9.87542  -0.355
P: 8.45713 9.18262 8.80718  1.089
H: 9.21676 4.47840 11.75704  0.096
C: 4.09976 8.27134 7.94763  -0.078
C: 7.74240 15.35849 12.25668  -0.023
Ti: 8.05853 12.21277 10.70769  1.097
H: 10.13793 10.10551 13.33600  0.124
C: 10.05610 5.77866 10.30844  -0.072
H: 4.91266 14.47681 11.89266  0.094

---

What relative energy (zero: lowest compared OMol25 entry of this formula, charge and spin) values result from the calculations? In sequence: 40.89; 64.44; 131.26; 0.00 kcal per mole.
What electronic energy values result from the calculations? In sequence: -67224.1415; -26747.2556; -43024.9625; -106971.4331 eV.